The molecule C26H25N3O6S. Source: the Open Molecules 2025 dataset; level of theory: ωB97M-V/def2-TZVPD.

Each line ends with the natural charge from an NBO analysis.
Positions of all 61 atoms, in Å:
H 2.89 0.29 -4.95  0.169
C 0.55 1.76 0.75  0.183
C 1.26 -2.69 -1.77  -0.261
C -1.88 3.46 3.69  -0.191
H -2.11 -2.47 4.30  0.212
C 5.20 2.36 -3.15  -0.238
C 1.31 -0.04 -0.84  -0.351
C -0.10 3.57 2.02  0.148
C -0.39 0.93 1.40  -0.196
C -1.54 -3.26 1.76  -0.167
C -0.71 5.53 3.28  -0.197
H 0.53 -0.70 -0.50  0.212
H 0.21 -2.41 -1.87  0.185
C 0.07 4.93 2.33  -0.196
H -2.64 2.89 4.20  0.229
H -3.53 -1.48 3.87  0.241
C 3.19 0.36 -2.33  0.153
H 4.35 -0.70 -5.18  0.191
H -0.58 6.57 3.51  0.216
N -2.05 -2.51 -2.85  -1.075
C -3.64 -2.18 1.32  -0.197
H -4.46 -1.56 1.66  0.236
H 2.91 -1.41 -4.41  0.196
C -1.69 4.79 3.96  -0.212
H -2.30 5.28 4.70  0.216
O 2.12 -1.74 -2.36  -0.519
H -1.43 -2.69 -3.63  0.406
O 4.07 -0.09 -3.29  -0.522
O 4.26 2.58 -2.12  -0.491
C -2.60 -2.48 2.19  -0.019
C -2.24 0.55 2.97  0.657
C 1.44 1.25 -0.30  0.016
O -3.42 0.80 3.02  -0.606
H 5.81 1.48 -2.96  0.191
C 3.33 1.65 -1.78  0.282
O -3.80 -4.34 -2.53  -0.927
H -0.50 -0.10 1.11  0.207
H -0.73 -3.50 2.43  0.208
N 0.68 3.03 1.07  -0.408
H -0.70 -4.34 0.08  0.244
C -2.54 -1.82 3.55  -0.255
C -1.21 1.45 2.37  -0.093
C 2.18 -0.48 -1.82  0.345
H 1.51 -2.83 -0.71  0.174
H 5.82 3.26 -3.15  0.188
S -2.48 -3.96 -2.09  2.300
C -1.51 -3.73 0.45  -0.201
H 2.57 3.05 -0.38  0.248
C 2.45 2.06 -0.78  -0.246
C -3.62 -2.66 0.02  -0.174
N -1.72 -0.63 3.42  -0.600
H 0.83 5.48 1.79  0.226
C -1.10 2.82 2.71  -0.017
H -4.42 -2.45 -0.67  0.236
H 4.71 2.27 -4.12  0.172
H -0.73 -0.79 3.26  0.398
H 1.44 -3.62 -2.31  0.208
C 3.51 -0.50 -4.52  -0.251
H -2.86 -2.00 -3.16  0.400
O -1.39 -4.86 -2.28  -0.941
C -2.55 -3.42 -0.40  -0.343

## Properties
Net charge: 0
F_max (hartree/bohr): 0.0166
Energy relative to the best compared isomer or geometry (same formula, charge and spin) (eV): 1.791
SMILES string: COc1cc(-c2cc(C(=O)NCc3ccc(S(N)(=O)=O)cc3)c3ccccc3n2)cc(OC)c1OC



A structure of composition C26H25N6O2V. Source: the Open Molecules 2025 dataset; level of theory: ωB97M-V/def2-TZVPD.

Each line ends with the natural charge from an NBO analysis.
Positions of all 60 atoms, in Å:
C 0.66 -4.34 2.90  -0.074
C 0.14 -2.01 3.23  0.329
H 2.95 5.33 -0.32  0.269
N -1.88 0.89 0.00  -0.528
C -1.57 -3.79 -0.95  -0.210
C -3.22 1.05 -1.99  -0.201
C 0.66 2.95 -1.03  0.047
N 1.10 -0.55 -0.52  -0.568
H -4.19 2.95 -2.30  0.269
C -0.32 -3.04 1.18  0.123
H -0.73 -0.13 3.88  0.222
H -3.35 -1.69 -2.94  0.260
H 2.99 0.94 -3.71  0.235
H 0.06 -5.12 0.98  0.254
N -1.34 -1.55 -0.28  -0.497
C 0.14 -4.25 1.61  -0.189
C 2.34 4.44 -0.22  -0.120
C 1.76 -0.64 -1.48  0.725
C 2.47 3.62 0.90  -0.149
C 1.43 4.10 -1.20  -0.197
C -2.14 -1.11 -1.26  0.191
H 3.41 -2.26 -3.60  0.250
C 2.40 -1.90 -3.43  -0.395
H -2.66 3.19 2.14  0.281
H -1.04 3.47 1.51  0.257
H -3.61 0.60 -2.89  0.260
C 1.65 2.51 0.97  0.024
N 0.76 2.16 0.04  -0.431
H 1.29 4.71 -2.07  0.264
O 2.41 1.57 3.11  -0.384
H -0.07 2.67 -1.78  0.212
H 0.93 -3.29 4.74  0.265
H -1.38 -4.84 -0.79  0.261
N -0.25 -1.89 1.95  -0.495
H -3.38 3.88 -0.15  0.266
C 1.73 1.63 2.17  0.794
H -0.38 -1.31 5.14  0.271
C -3.09 2.88 -0.46  -0.226
H -2.79 -4.09 -2.67  0.269
H 1.93 -1.58 -4.36  0.238
V -0.27 -0.12 0.77  1.605
H 3.17 3.84 1.69  0.275
C -1.07 -2.83 -0.08  0.291
C -0.02 -0.88 4.21  -0.660
H 1.81 -2.67 -2.94  0.225
H 0.94 -0.40 4.41  0.271
H 4.36 -0.07 -3.16  0.252
O 0.63 0.66 1.99  -0.647
C -2.68 -2.01 -2.16  -0.191
C 0.62 -3.23 3.71  -0.210
H 3.55 1.02 -2.00  0.226
C -2.42 0.34 -1.14  0.176
C 3.41 0.38 -2.88  -0.395
H 1.04 -5.28 3.28  0.267
H -1.42 1.96 2.36  0.228
C -2.25 2.14 0.36  0.326
N 2.49 -0.72 -2.52  -0.389
C -3.55 2.36 -1.65  -0.065
C -2.37 -3.36 -2.00  -0.086
C -1.80 2.71 1.67  -0.669

## Properties
Net charge: +3
F_max (hartree/bohr): 0.0246
Energy relative to the best compared isomer or geometry (same formula, charge and spin) (eV): 0.600
Multiplicity: 2
<S²>: 0.760



Values of electronic energy, in order: -2019.656818, -2427.939259, all in Ha.